Formula: CClNa6O7
Source: the OMol25 dataset
Level of theory: ωB97M-V/def2-TZVPD

```
15
Properties=species:S:1:pos:R:3:forces:R:3:nbo_charge:R:1
Na 4.821 0.949 1.385 -0.6 0.0 -0.1 0.7787
Na -1.294 1.293 1.895 -0.2 -1.0 -0.4 0.9816
Na 1.871 3.445 0.425 0.2 -0.4 0.1 0.8258
Na 3.376 1.142 -2.283 -0.1 -0.2 0.3 0.4427
Na 3.103 -2.722 -0.821 -0.1 0.4 0.2 0.9558
Na -0.231 -1.185 -1.352 -0.8 0.4 0.8 0.9717
Cl -3.634 -0.658 -0.097 -5.2 -8.4 -5.8 2.4884
O -4.035 -0.007 -1.423 1.6 0.5 3.9 -0.7757
O -2.309 -0.581 0.324 6.1 4.9 1.8 -0.9598
O -4.546 -0.689 0.958 -1.8 4.4 2.6 -0.7782
O -3.639 -2.096 -0.360 0.2 -1.0 -2.5 -0.9486
C 1.611 0.254 0.330 -2.1 -1.2 0.0 0.9349
O 2.339 1.073 0.831 6.0 5.5 2.2 -0.9815
O 2.084 -0.411 -0.684 -0.8 -2.1 -1.6 -1.0542
O 0.483 0.192 0.870 -2.4 -1.8 -1.5 -0.8816
```
Forces are in eV/Å.

Values from the calculation:
Orbital gap (alpha / beta) = 3.744 / 5.089 eV
Multiplicity = 2
Total charge = +2


Formula: CH2ClPS
Source: the OMol25 dataset
Level of theory: ωB97M-V/def2-TZVPD

```
6
Properties=species:S:1:pos:R:3:forces:R:3:nbo_charge:R:1
C 0.673 0.090 0.064 1.3 -0.1 -1.4 -0.8348
P -0.736 -0.594 1.035 -1.2 2.5 -2.4 0.8475
S -0.063 -1.466 -0.673 0.2 0.2 0.7 -0.0098
Cl -2.290 1.222 -0.221 1.2 -1.6 1.3 -0.5277
H 0.785 0.909 -0.786 -0.9 -1.4 2.5 0.2961
H 1.631 -0.160 0.582 -0.7 0.4 -0.7 0.2287
```
Forces are in eV/Å.

Values from the calculation:
Orbital gap = 8.014 eV
Energy above the lowest of the compared OMol25 structures with the same formula, charge and spin = 135.19 kJ/mol


Formula: C7H16N3O
Source: the OMol25 dataset
Level of theory: ωB97M-V/def2-TZVPD

```
27
Properties=species:S:1:pos:R:3:forces:R:3:nbo_charge:R:1
C -1.266 0.202 -3.725 0.1 0.2 1.6 -0.6122
C -0.388 1.027 -2.791 0.5 1.1 -0.5 -0.3955
C -0.836 1.101 -1.277 -1.8 -1.4 -3.9 -0.4211
C -0.533 -0.215 -0.608 0.9 -0.9 -2.0 -0.2499
N -0.847 -0.221 0.787 1.8 0.4 2.4 -0.5047
C 0.001 -0.061 1.842 0.5 -0.1 -4.6 0.6460
C -0.517 -0.030 3.164 -2.9 -0.1 0.1 -0.7084
N 1.304 0.282 1.505 -0.5 -0.4 1.3 -0.6095
C 2.424 -0.392 2.148 -0.7 1.1 -2.6 0.1567
N 2.208 -1.640 2.331 0.3 -4.3 1.5 -0.0719
O 1.051 -2.297 2.242 2.6 2.0 0.3 -0.5056
H -2.324 0.525 -3.659 0.6 -0.5 -0.4 0.2155
H -0.791 0.290 -4.664 -0.2 0.4 -1.5 0.2279
H -1.071 -0.831 -3.487 -0.8 -0.6 0.2 0.1975
H 0.610 0.624 -2.887 0.5 -0.6 0.5 0.1908
H -0.166 1.993 -3.342 -0.9 -0.3 1.4 0.2270
H -0.319 1.840 -0.829 1.8 2.7 1.7 0.2016
H -1.897 1.421 -1.343 0.4 -0.5 0.6 0.2225
H 0.559 -0.426 -0.872 -1.3 0.0 0.9 0.2119
H -1.094 -1.058 -1.078 0.4 0.6 0.3 0.2438
H -1.834 -0.286 0.936 -0.4 -0.1 0.7 0.4249
H -1.236 -0.835 3.290 -0.1 -0.3 -0.1 0.2749
H -1.148 0.876 3.246 0.6 -0.1 0.3 0.2772
H 0.157 -0.147 3.934 1.7 0.2 1.5 0.2647
H 1.396 0.567 0.532 0.5 -0.2 0.4 0.4263
H 3.467 -0.054 1.961 -1.1 0.0 0.7 0.2490
H 3.091 -2.255 2.647 -2.4 1.6 -0.8 0.4205
```
Forces are in eV/Å.

Values from the calculation:
Orbital gap (alpha / beta) = 9.540 / 9.541 eV
Structure (SMILES) = CCCC/[NH+]=C(C)\[NH+]=C/N[O-]
Total charge = +1
Energy above the lowest of the compared OMol25 structures with the same formula, charge and spin = 258.61 kJ/mol


Formula: CH20F3O13S
Source: the OMol25 dataset
Level of theory: ωB97M-V/def2-TZVPD

```
38
Properties=species:S:1:pos:R:3:forces:R:3:nbo_charge:R:1
C -1.217 0.098 -0.324 0.6 -0.1 0.7 0.7265
F -1.823 1.168 0.168 -0.4 0.7 1.7 -0.3378
F -1.985 -0.965 -0.114 -0.1 -0.5 0.6 -0.3257
F -1.266 0.332 -1.601 1.0 -0.2 -2.4 -0.3234
S 0.572 -0.142 0.386 3.1 -2.7 0.3 2.2447
O 1.385 -0.676 -0.761 -2.2 0.6 1.3 -1.0092
O 1.085 1.155 0.798 -1.2 0.1 -0.1 -0.9893
O 0.461 -1.135 1.508 -0.7 1.9 -2.1 -0.9847
O 4.663 4.018 -1.266 0.2 -0.1 -0.2 -0.9381
H 4.802 4.949 -1.091 0.0 0.2 0.0 0.4623
H 4.153 3.707 -0.517 -0.2 -0.2 0.2 0.4757
O 0.176 0.561 7.089 -0.2 0.1 0.2 -0.9387
H 0.866 0.164 7.620 0.1 -0.1 0.1 0.4622
H 0.474 0.450 6.186 0.0 0.0 -0.3 0.4766
O 6.713 -2.011 -1.755 0.2 -0.1 -0.2 -0.9430
H 5.760 -1.922 -1.745 -0.3 0.1 0.0 0.4755
H 6.986 -1.777 -0.868 0.1 0.1 0.2 0.4675
O -1.006 -4.876 3.046 -0.1 -0.2 0.3 -0.9512
H -0.456 -4.098 2.951 0.1 0.4 -0.1 0.4826
H -0.986 -5.290 2.183 0.0 0.0 -0.2 0.4684
O 2.483 1.624 -4.664 -0.1 0.1 -0.3 -0.9449
H 2.419 1.323 -3.757 -0.1 -0.1 0.4 0.4823
H 3.404 1.496 -4.894 0.2 0.0 0.0 0.4623
O 0.590 5.579 1.693 0.1 0.3 0.0 -0.9478
H 0.936 4.707 1.505 0.1 -0.4 -0.1 0.4801
H -0.349 5.442 1.821 -0.2 -0.1 0.0 0.4676
O -3.219 -2.653 -5.112 -0.3 -0.2 0.0 -0.9365
H -2.388 -2.969 -5.468 0.2 -0.1 0.0 0.4678
H -3.161 -1.700 -5.177 0.0 0.3 0.1 0.4688
O 1.358 -4.906 -1.418 -0.2 -0.3 0.0 -0.9414
H 1.608 -3.999 -1.595 -0.1 0.5 0.1 0.4825
H 2.168 -5.404 -1.525 0.2 -0.1 0.0 0.4585
O -6.197 -1.332 3.480 -0.1 0.0 0.2 -0.9374
H -5.596 -1.791 2.894 0.3 -0.1 -0.1 0.4736
H -6.764 -0.828 2.897 -0.1 0.1 -0.1 0.4639
O -5.896 4.081 -0.858 -0.3 0.1 0.0 -0.9411
H -5.412 3.736 -1.609 0.1 -0.1 -0.2 0.4699
H -5.340 3.885 -0.104 0.1 -0.1 0.2 0.4712
```
Forces are in eV/Å.

Values from the calculation:
Orbital gap = 8.665 eV
Total charge = -1
Energy above the lowest of the compared OMol25 structures with the same formula, charge and spin = 195.77 kJ/mol


Formula: C15H17NO3SSc
Source: the OMol25 dataset
Level of theory: ωB97M-V/def2-TZVPD

```
38
Properties=species:S:1:pos:R:3:forces:R:3:nbo_charge:R:1
C 2.608 -2.871 -1.719 0.6 0.5 0.5 -0.2867
C 2.982 -3.034 -0.350 0.1 0.4 -0.5 -0.3462
C 3.272 -1.749 0.199 0.0 0.3 -0.9 -0.3675
C 3.057 -0.775 -0.835 1.1 -1.3 -0.2 -0.3366
C 2.664 -1.476 -2.026 0.6 -0.3 0.8 -0.3232
Sc 0.801 -1.700 -0.369 -1.4 -1.4 -2.9 1.0922
C 0.639 -3.221 1.742 0.1 -0.2 0.4 -0.5477
C 0.290 -3.864 0.620 -1.0 -2.4 1.0 0.0708
C -0.018 -4.957 -0.070 -0.1 0.5 -0.6 -0.4500
N -0.498 -2.558 -1.590 1.6 2.0 1.4 -1.2217
H 3.644 -1.535 1.200 -0.3 -0.1 -0.3 0.2189
H 3.045 -3.984 0.181 -0.1 0.3 -0.2 0.2161
H 3.320 0.277 -0.757 -0.4 -0.3 0.0 0.2365
H 2.486 -1.022 -3.001 -0.2 -0.2 0.4 0.2254
H 2.344 -3.674 -2.408 -0.1 0.4 0.3 0.2284
H 1.638 -3.326 2.200 -0.3 0.4 -0.8 0.2313
H -1.138 -2.434 -2.383 0.0 -0.5 0.5 0.3341
H -0.084 -2.728 2.409 0.1 -0.2 -0.6 0.2310
H -0.065 -5.954 0.380 0.1 0.4 0.4 0.1846
H -0.256 -4.909 -1.137 0.3 0.2 0.5 0.2561
C -3.796 5.169 0.702 -0.2 0.2 0.0 -0.6266
C -2.767 4.091 0.520 0.2 -0.3 0.0 -0.0190
C -1.484 4.431 0.081 0.0 -0.2 0.0 -0.2295
C -0.493 3.463 -0.040 -0.3 -0.1 0.2 -0.1805
C -0.787 2.136 0.295 -0.3 0.4 0.1 -0.2574
C -2.080 1.762 0.667 0.3 0.2 -0.1 -0.1955
C -3.061 2.747 0.781 0.1 0.2 -0.1 -0.2146
S 0.557 0.987 0.282 -0.5 -2.0 -1.1 2.3665
O 0.638 0.434 -1.116 -0.4 1.4 1.7 -0.9155
O 1.718 1.696 0.743 -0.2 0.2 0.1 -0.9497
O 0.144 -0.200 1.128 0.4 1.6 -0.3 -0.9554
H -3.464 5.914 1.435 0.0 -0.1 -0.1 0.2148
H -3.974 5.707 -0.236 0.0 -0.1 0.1 0.2148
H -4.745 4.752 1.047 0.1 0.1 0.0 0.2109
H -1.262 5.472 -0.158 0.0 -0.2 0.1 0.2035
H 0.504 3.740 -0.374 -0.1 -0.2 0.2 0.2350
H -2.304 0.717 0.869 0.1 0.2 0.0 0.2477
H -4.074 2.477 1.088 0.3 0.0 -0.1 0.2049
```
Forces are in eV/Å.

Values from the calculation:
Orbital gap (alpha / beta) = 5.550 / 5.543 eV
Total charge = -1


Formula: C4H12NO2
Source: the OMol25 dataset
Level of theory: ωB97M-V/def2-TZVPD

```
19
Properties=species:S:1:pos:R:3:forces:R:3:nbo_charge:R:1
C 2.807 0.380 -0.750 -1.4 2.0 -0.8 -0.7744
C -1.960 1.239 0.116 1.7 -2.1 -1.3 -0.0805
C -1.083 0.027 -0.569 0.3 0.3 2.4 -0.2092
C 1.779 -0.624 -0.457 2.5 -1.2 2.3 0.3491
N -1.515 -1.252 0.239 -0.2 -0.7 -1.0 -0.7321
O -1.840 0.871 1.449 -0.6 0.2 1.1 -0.7419
O 2.129 -1.550 0.496 -1.2 -0.2 -0.3 -0.7507
H 3.748 -0.029 -1.069 0.3 -0.4 -0.8 0.2417
H 3.060 1.071 0.052 -0.2 -0.3 0.9 0.2324
H 2.341 1.109 -1.424 0.7 -0.3 -0.7 0.2441
H -3.016 1.217 -0.256 0.8 -0.1 0.1 0.1931
H -1.516 2.233 0.012 0.0 -0.2 -0.7 0.2123
H -1.293 0.062 -1.591 -0.3 -0.9 -1.6 0.2248
H 0.143 -0.183 -0.378 -1.9 1.6 -0.3 0.2123
H -0.830 -2.016 0.151 0.7 0.8 0.4 0.4419
H -2.330 -1.851 0.015 -0.4 1.4 -0.1 0.4390
H -1.592 -0.855 1.201 0.1 -0.6 -0.2 0.4763
H -2.082 1.655 1.920 -0.2 0.3 1.3 0.5064
H 3.047 -1.506 0.843 -0.7 0.3 -0.6 0.5153
```
Forces are in eV/Å.

Values from the calculation:
Orbital gap (alpha / beta) = 7.654 / 10.247 eV
Multiplicity = 3
Total charge = +1
Energy above the lowest of the compared OMol25 structures with the same formula, charge and spin = 139.85 kJ/mol


Formula: C14H27IrN5
Source: the OMol25 dataset
Level of theory: ωB97M-V/def2-TZVPD

```
47
Properties=species:S:1:pos:R:3:forces:R:3:nbo_charge:R:1
Ir -0.188 0.079 0.522 -0.5 1.3 -1.1 0.9499
N -1.964 -0.969 0.781 -0.2 -0.3 -0.3 -0.7471
C -2.186 -1.161 2.243 0.1 -0.1 0.0 -0.2413
C -0.830 -1.422 2.897 0.0 0.0 -0.1 -0.2366
N 0.077 -0.271 2.583 -0.1 0.0 0.5 -0.4243
C -0.299 0.905 3.456 0.0 0.1 -0.1 -0.2555
C -0.358 2.201 2.658 0.0 -0.2 0.0 -0.2384
N -1.064 1.896 1.391 0.3 -0.3 0.4 -0.7775
C 1.527 -0.601 2.721 -0.1 0.0 -0.1 -0.2348
C 2.335 0.502 2.053 0.0 -0.1 0.0 -0.2429
N 1.839 0.666 0.648 0.2 -0.1 -0.3 -0.7634
H -2.791 -0.611 0.306 -0.1 0.0 0.1 0.4196
H -1.790 -1.881 0.361 -0.1 0.0 -0.1 0.4145
H -2.878 -1.982 2.428 0.0 0.0 0.0 0.2509
H -2.651 -0.257 2.633 0.0 0.0 0.0 0.2029
H -0.381 -2.321 2.472 0.0 0.0 0.0 0.2321
H -0.922 -1.574 3.974 -0.1 0.1 0.0 0.2386
H 0.384 0.981 4.303 0.1 0.0 -0.1 0.2447
H -1.283 0.704 3.876 0.0 0.0 0.0 0.2240
H 0.629 2.557 2.380 0.0 0.1 0.0 0.2056
H -0.833 2.994 3.237 -0.1 -0.1 0.0 0.2447
H -0.993 2.673 0.741 0.0 0.0 -0.1 0.4213
H -2.057 1.758 1.560 0.0 0.1 0.0 0.3954
H 1.688 -1.544 2.196 0.0 0.0 0.0 0.2293
H 1.813 -0.742 3.766 0.0 0.1 0.0 0.2362
H 3.399 0.267 2.058 0.0 -0.1 0.0 0.2482
H 2.221 1.446 2.574 0.0 0.0 0.0 0.2126
H 2.329 -0.011 0.066 0.0 0.1 -0.1 0.4151
H 2.100 1.571 0.264 0.0 0.1 0.1 0.4165
C -0.545 2.192 -2.798 0.0 0.0 0.0 -0.6384
C -0.127 0.895 -3.423 0.0 0.1 -0.2 0.0099
C 0.093 0.771 -4.774 0.0 0.0 0.1 -0.2041
C 0.478 -0.450 -5.330 0.0 0.0 0.0 -0.1054
C 0.652 -1.580 -4.530 0.0 0.0 0.1 -0.2026
C 0.449 -1.530 -3.170 0.1 -0.1 -0.2 0.0078
C 0.627 -2.734 -2.298 0.0 0.0 0.0 -0.6330
C 0.056 -0.270 -2.605 -0.2 0.2 0.5 0.1662
N -0.158 -0.184 -1.309 0.5 -0.8 0.8 -0.5062
H -0.607 2.980 -3.545 0.0 0.0 0.0 0.2486
H 0.168 2.512 -2.033 0.0 0.0 0.0 0.2042
H -1.527 2.101 -2.327 0.0 0.0 0.0 0.2200
H -0.035 1.635 -5.414 0.0 0.0 0.0 0.2371
H 0.642 -0.522 -6.397 0.0 0.0 0.0 0.2405
H 0.948 -2.517 -4.985 0.0 0.0 0.0 0.2378
H 0.926 -3.596 -2.889 0.0 0.0 0.0 0.2470
H -0.303 -2.992 -1.785 0.0 0.0 0.0 0.2143
H 1.389 -2.564 -1.534 0.0 0.0 0.0 0.2161
```
Forces are in eV/Å.

Values from the calculation:
Orbital gap (alpha / beta) = 6.896 / 7.615 eV
Multiplicity = 2
Total charge = +2
Energy above the lowest of the compared OMol25 structures with the same formula, charge and spin = 0.00 kJ/mol


Formula: C6H6OS
Source: the OMol25 dataset
Level of theory: ωB97M-V/def2-TZVPD

```
14
Properties=species:S:1:pos:R:3:forces:R:3:nbo_charge:R:1
C -2.918 -0.162 -0.108 -1.3 -1.5 0.0 -0.7841
S -1.658 1.049 0.246 1.3 -1.0 -0.8 0.3244
C -0.235 0.147 -0.342 -1.3 -2.1 1.5 -0.3357
C 0.997 0.557 -0.329 -0.8 1.0 -0.3 -0.0479
C 2.043 1.247 -0.228 0.2 -0.3 -0.2 0.1248
C 3.344 1.329 -0.062 -1.2 0.0 -0.3 -0.4167
C 3.964 0.057 0.200 2.8 -1.3 0.4 0.3899
O 3.408 -1.018 0.220 0.1 0.3 0.0 -0.5342
H -2.865 -1.313 0.116 0.9 2.3 -0.4 0.2396
H -3.336 -0.007 -1.111 0.3 -0.2 0.2 0.2249
H -3.673 0.168 0.583 -0.8 0.1 0.2 0.2314
H -0.390 -0.979 -0.268 0.1 1.5 -0.4 0.2430
H 3.802 2.261 -0.165 1.3 1.1 0.4 0.2321
H 5.117 0.081 0.429 -1.6 0.2 -0.3 0.1086
```
Forces are in eV/Å.

Values from the calculation:
Orbital gap (alpha / beta) = 7.655 / 7.654 eV
Structure (SMILES) = CSC=C=C=CC=O
Energy above the lowest of the compared OMol25 structures with the same formula, charge and spin = 316.30 kJ/mol


no.,M (g/mol)
1,297.40
2,112.52
3,158.23
4,329.22
5,336.33
6,106.14
7,457.62
8,126.18